1.
ORCA calculation (the ωB97M-V functional and the def2-TZVPD basis) on a 2-piece molecular cluster, CH3NO4 overall.

ORCA input file:
```
! wB97M-V def2-TZVPD RIJCOSX def2/J DEFGRID3
* xyz 0 1
C -1.02900 0.32818 0.15084
N -0.20021 1.26734 -0.48052
O 1.86951 -1.13264 -0.80133
O -0.57467 2.06875 -1.28224
O 2.25675 -1.36749 0.39716
O 1.32748 -1.28964 1.16327
H -0.75197 -0.55339 -0.36162
H -0.76329 0.15599 1.21163
H -2.13460 0.52290 0.00281
*
```

Calculated values
- Highest occupied orbital energy (spin up / spin down): -8.8 / -8.8 eV
- Gap between HOMO and LUMO (spin up / spin down): 6.09 / 6.09 eV
- Lowest unoccupied orbital energy (spin up / spin down): -2.7 / -2.7 eV

---

2.
ORCA calculation (the ωB97M-V functional and the def2-TZVPD basis) on C5H3N3 as an isolated structure.

ORCA input file:
```
! wB97M-V def2-TZVPD RIJCOSX def2/J DEFGRID3
* xyz 0 1
C -0.22196 1.93866 -0.55355
C -0.34777 0.49467 -0.20933
C -0.85335 -1.25346 1.13005
C 0.17938 -1.95027 0.65527
C 1.01677 -1.47553 -0.31199
H -1.12352 -1.86760 2.29582
H 0.36312 -3.01832 1.18524
H 2.04071 -2.03219 -0.67666
N 0.44189 3.04095 -1.04647
N -1.22396 -0.07127 0.61879
N 0.79368 -0.05629 -0.58191
*
```

Calculated values
- Highest occupied orbital energy: -10.4 eV
- Gap between HOMO and LUMO: 9.61 eV
- Lowest unoccupied orbital energy: -0.8 eV

---

3.
ORCA calculation (the ωB97M-V functional and the def2-TZVPD basis) on C22H39Cl2CrN4O3S as an isolated structure.

ORCA input file:
```
! wB97M-V def2-TZVPD RIJCOSX def2/J DEFGRID3
* xyz -1 5
O 0.45484 -0.55572 -2.92187
C -0.63628 0.16945 -2.88310
C -0.44341 1.54879 -3.56015
C 0.31918 2.54706 -2.96640
H 0.67857 2.38636 -1.94095
C 0.56882 3.74204 -3.65410
H 1.19090 4.50852 -3.17908
C 0.00741 3.94680 -4.92266
H 0.18779 4.88246 -5.45917
C -0.80049 2.94952 -5.49174
H -1.26535 3.09856 -6.46599
C -1.02014 1.75251 -4.81149
H -1.64674 0.96372 -5.23854
H -1.31913 -0.34738 -3.59878
C -2.58349 -0.98024 -1.72249
C -1.64486 0.19203 -1.55006
H -3.38620 -0.70417 -2.43307
H -3.02788 -1.28738 -0.76589
H -2.04471 -1.83851 -2.14326
C -2.17372 1.44407 -1.11346
C -3.61019 1.68553 -0.80392
H -1.61808 2.34841 -1.36696
H -4.14506 2.10829 -1.66135
H -3.69893 2.41048 0.00986
H -4.11852 0.77194 -0.49165
Cr -1.07329 0.54613 0.51287
Cl 0.18798 2.44296 0.47949
Cl -2.75689 0.05657 1.88576
H 4.65908 1.45831 -2.57481
H 4.61824 1.81655 0.08011
C 3.56593 1.52409 -2.43852
C 3.52330 1.68190 0.03343
N 3.15942 0.94955 -1.16772
H 3.05182 0.98625 -3.24448
C 2.69518 -0.32836 -1.09156
O 2.22775 -0.83720 -0.06653
H 3.15810 1.14289 0.91506
H 2.78708 -0.88827 -2.04857
H 3.28020 2.58425 -2.46603
H 3.06510 2.67821 -0.01270
H -0.42967 -5.36422 0.82707
H 1.46037 -5.47576 -1.10521
C -0.95292 -4.73980 0.08821
C 0.82453 -4.76560 -1.65371
N 0.00303 -4.00758 -0.72917
H -1.61297 -4.03269 0.60227
C 0.06686 -2.65956 -0.64936
O -0.59356 -2.01992 0.19187
H 1.45140 -4.06434 -2.21489
H 0.72210 -2.16741 -1.38776
H -1.54855 -5.41193 -0.54417
H 0.19156 -5.33831 -2.34874
C 1.33848 1.85613 3.68434
N 0.51420 0.91187 4.42467
C 0.23871 1.24428 5.81214
C 0.10260 -0.20562 3.79517
S 0.64116 -0.41842 2.18677
N -0.63140 -1.18171 4.37385
C -0.74351 -1.40373 5.81092
C -0.97808 -2.34680 3.55693
H 1.50435 2.72871 4.32248
H 0.82713 2.19139 2.77130
H 2.30333 1.41189 3.40546
H -0.83766 1.33833 5.99912
H 0.69285 0.52380 6.50621
H 0.70144 2.21757 6.00929
H -1.42936 -2.25041 5.95039
H 0.22790 -1.67287 6.26423
H -1.18123 -0.53974 6.32667
H -1.59377 -2.02608 2.70617
H -0.08502 -2.86534 3.17393
H -1.56765 -3.02311 4.18404
*
```

Calculated values
- Highest occupied orbital energy (spin up / spin down): -3.7 / -3.7 eV
- Gap between HOMO and LUMO (spin up / spin down): 6.26 / 6.25 eV
- Lowest unoccupied orbital energy (spin up / spin down): 2.5 / 2.5 eV

---

4.
ORCA calculation (the ωB97M-V functional and the def2-TZVPD basis) on C16H17CaN3O7S4Se as an isolated structure.

ORCA input file:
```
! wB97M-V def2-TZVPD RIJCOSX def2/J DEFGRID3
* xyz -2 1
Ca 0.74624 1.55448 0.71033
O -1.34215 3.12046 -1.65365
C -1.65352 2.23208 -0.67120
O -0.99222 1.18209 -0.54001
C -3.14877 2.18635 -0.44228
O -3.46065 1.52943 0.75881
C -3.03791 2.19461 1.93270
C -1.78459 3.07210 1.90940
O -1.15285 3.24264 0.77969
O -1.46500 3.61480 2.94900
H -0.37085 3.20805 -1.65840
H -3.57314 1.58703 -1.24964
H -3.56467 3.20209 -0.47019
H -2.83932 1.42986 2.68435
H -3.84410 2.84566 2.30180
S 3.39587 1.64553 1.88431
S 3.04029 -0.34106 2.40765
S 1.50588 -0.39542 3.76652
S -0.27121 -0.14519 2.68091
C -3.00459 -2.34343 -0.23877
N -1.57974 -2.48164 -0.41703
C -0.85919 -1.92157 -1.42122
Se -1.52134 -1.26614 -3.02866
N 0.43812 -2.04785 -1.09006
C 0.57208 -2.75115 0.08882
C 1.68476 -3.16669 0.80075
C 1.44464 -3.87219 1.96832
C 0.14674 -4.15100 2.40515
C -0.96468 -3.73487 1.68982
C -0.72196 -3.03122 0.52199
H -3.40785 -1.91448 -1.15345
H -3.20023 -1.67735 0.60345
H -3.45997 -3.31952 -0.05690
H 1.21463 -1.61986 -1.60727
H 2.68254 -2.90528 0.48137
H 2.28371 -4.17952 2.57862
H 0.00579 -4.67243 3.34351
H -1.96954 -3.91013 2.04905
O 1.58870 3.26202 -0.98378
C 2.25688 2.36523 -1.51752
C 3.35310 2.58540 -2.54584
C 3.71791 1.16809 -2.95373
C 2.83868 0.30326 -2.05189
O 2.83361 -0.92333 -2.10131
N 2.05668 1.06204 -1.24890
H 4.16737 3.12110 -2.05529
H 2.98023 3.21250 -3.35616
H 4.76400 0.90788 -2.79217
H 3.47157 0.93649 -3.99098
*
```

Calculated values
- Highest occupied orbital energy: -1.2 eV
- Gap between HOMO and LUMO: 5.69 eV
- Lowest unoccupied orbital energy: 4.5 eV

---

5.
ORCA calculation (the ωB97M-V functional and the def2-TZVPD basis) on one molecule with the formula C24H32N6OS.

ORCA input file:
```
! wB97M-V def2-TZVPD RIJCOSX def2/J DEFGRID3
* xyz 0 1
C -0.30332 3.35254 0.58484
C 0.00034 1.92268 0.88126
N 0.70008 1.28446 -0.03322
C 0.98672 0.01809 0.18705
N 1.64905 -0.83712 -0.57352
C 1.63604 -1.98098 0.14022
S 2.38210 -3.44234 -0.39005
C 3.14597 -2.89593 -1.95906
C 2.17370 -2.99102 -3.13601
O 2.27719 -3.85146 -3.98574
N 1.23488 -2.03667 -3.12053
C 0.16932 -1.95949 -4.09155
C -0.11560 -0.51576 -4.49810
C -0.78908 0.27417 -3.36895
N -1.94684 -0.42680 -2.84053
C -2.27492 -0.04129 -1.48386
C -3.32992 -0.98287 -0.91075
C -4.58787 -0.94110 -1.77047
C -4.21015 -1.26141 -3.21206
C -3.11675 -0.31097 -3.69106
N 1.00277 -1.90601 1.30466
N 0.58051 -0.64070 1.34506
C -0.13756 -0.02230 2.29984
C -0.52156 -0.83304 3.49133
C -0.45295 1.30457 2.07298
C -1.23655 2.09829 3.08008
C -0.37118 3.09125 3.82032
C 0.91178 2.74997 4.22970
C 1.69309 3.65550 4.92492
C 1.20072 4.91438 5.22333
C -0.07718 5.26259 4.82139
C -0.85620 4.35700 4.12308
H -1.37871 3.50264 0.49957
H 0.06595 3.99371 1.38314
H 0.17016 3.62540 -0.35314
H 3.49836 -1.87691 -1.81068
H 3.97798 -3.57832 -2.12507
H 1.23249 -1.36937 -2.35528
H -0.74732 -2.38903 -3.67130
H 0.47965 -2.55583 -4.95300
H -0.75678 -0.52764 -5.38014
H 0.81547 -0.01544 -4.76836
H -0.07541 0.41054 -2.55315
H -1.05562 1.28000 -3.73927
H -1.36651 -0.10079 -0.88105
H -2.64446 1.00189 -1.43309
H -2.92700 -1.99696 -0.90522
H -3.55598 -0.69591 0.11879
H -5.32524 -1.65612 -1.40118
H -5.03058 0.05724 -1.72136
H -3.83549 -2.28449 -3.26933
H -5.08055 -1.17613 -3.86491
H -2.83388 -0.56881 -4.71272
H -3.50491 0.72620 -3.69504
H -0.21161 -0.34430 4.41306
H -0.04336 -1.80669 3.41814
H -1.60140 -0.97480 3.52302
H -2.04364 2.63337 2.57519
H -1.69412 1.42327 3.80609
H 1.30759 1.77134 3.99868
H 2.68928 3.37623 5.23444
H 1.81066 5.62079 5.76586
H -0.46857 6.24299 5.04924
H -1.85249 4.63631 3.81008
*
```

Calculated values
- SMILES string: Cc1nc2nc(SCC(=O)NCCCN3CCCCC3)nn2c(C)c1Cc1ccccc1
- Highest occupied orbital energy: -8.5 eV
- Gap between HOMO and LUMO: 8.68 eV
- Lowest unoccupied orbital energy: 0.2 eV

---

6.
ORCA calculation (the ωB97M-V functional and the def2-TZVPD basis) on one molecule with the formula C4H3Cl3N4.

ORCA input file:
```
! wB97M-V def2-TZVPD RIJCOSX def2/J DEFGRID3
* xyz 0 1
Cl 3.27293 0.30645 -1.59282
C 2.65713 0.15403 0.07687
Cl 2.95749 -1.57850 0.49402
Cl 3.59707 1.33528 1.12307
C 1.22660 0.31560 0.19270
N 0.12449 -0.54370 -0.60984
N -1.10653 -0.23474 -0.23179
C -1.81526 0.95910 -0.11264
N -3.05385 0.64323 0.12730
N -3.17986 -0.75483 0.23861
C -2.00948 -1.27291 0.00414
H 0.85653 1.04514 0.97471
H -1.55818 1.93153 -0.53090
H -1.96907 -2.30568 -0.15343
*
```

Calculated values
- SMILES string: ClC(Cl)(Cl)/C=N/n1cnnc1
- Highest occupied orbital energy (spin up / spin down): -9.8 / -9.8 eV
- Gap between HOMO and LUMO (spin up / spin down): 8.12 / 8.08 eV
- Lowest unoccupied orbital energy (spin up / spin down): -1.7 / -1.7 eV

---

Molar mass? In order: 93.0, 105.1, 562.5, 610.6, 452.6, 213.5 g mol⁻¹.
DFT total energy? In order: -395.244415, -356.398462, -3669.515141, -5983.004000, -1735.754552, -1753.642719 hartree.
Relative energy (zero: lowest compared OMol25 entry of this formula, charge and spin)? In order: 807.3, 455.8, 0.0, 105.7, 0.0, 185.4 kJ/mol.